# 1
The following is a DFT calculation (ωB97M-V/def2-TZVPD) of a 2-piece molecular cluster, CH3IO overall in a non-equilibrium geometry.

Computed properties:
orbital gap (alpha / beta)	7.9 / 7.1	eV
⟨S²⟩	2.0102
energy	-11228.2334	eV

Geometry as ORCA input:
```
! RIJCOSX wB97M-V def2-TZVPD def2/J DEFGRID3
* xyz 0 3
I -2.263 -0.201 -0.194
O 0.778 -1.247 -0.318
C -0.428 0.627 0.008
H 1.708 -1.016 0.113
H -0.148 0.955 1.046
H 0.353 0.882 -0.656
*
```

natural (NBO) charges, unit e, in atom order:
1. I 0.206
2. O -0.398
3. C -0.597
4. H 0.422
5. H 0.184
6. H 0.182



# 2
The following is a DFT calculation (ωB97M-V/def2-TZVPD) of C49H45MnN5O6P2 as an isolated structure in a non-equilibrium geometry.

Computed properties:
orbital gap (alpha / beta)	5.8 / 5.6	eV
⟨S²⟩	3.8358
energy	-121158.1350	eV

Geometry as ORCA input:
```
! RIJCOSX wB97M-V def2-TZVPD def2/J DEFGRID3
* xyz 2 4
Mn -0.635 -0.037 0.596
P -1.757 -1.215 -1.177
P 1.420 -0.644 -1.341
O -1.535 3.636 -2.172
O -1.826 2.251 1.234
O -0.740 3.508 2.599
O -0.867 1.786 -1.199
O 3.978 5.706 -0.241
O 2.317 6.920 -1.281
N 1.530 -0.723 2.106
N -0.866 2.481 1.964
N 1.737 0.332 2.996
N 1.137 2.330 3.910
N 0.050 1.473 1.960
C 1.920 5.638 -1.122
C -3.299 -2.131 -0.913
C -1.150 -5.514 1.544
C 5.537 -1.759 0.413
C -0.598 3.021 -1.525
C -1.196 -2.458 5.086
C 3.839 -0.153 -0.135
C -5.686 -2.148 -0.576
C -0.740 -2.200 -2.352
C -0.113 -4.722 1.078
C -1.603 -0.697 3.274
C -2.329 0.180 -2.229
C 0.864 1.039 -3.451
C 1.876 0.322 -2.812
C 3.040 -1.156 -0.694
C -1.231 -2.809 6.426
C 3.173 0.388 -3.316
C -2.219 -0.696 6.972
C -1.747 -1.936 7.374
C 3.629 7.021 -0.727
C -2.961 2.534 -3.798
C -3.011 1.307 -4.307
C -4.447 -4.203 -0.481
C 5.079 -0.447 0.407
C 3.523 -2.461 -0.705
C 2.827 3.565 -0.201
C 3.443 1.144 -4.448
C -1.220 -2.721 1.910
C 0.616 3.676 -1.185
C -2.229 -4.911 2.184
C -2.294 1.502 -1.547
C 4.760 -2.760 -0.146
C -2.266 -3.540 2.355
C 0.745 5.059 -1.483
C -3.270 -3.509 -0.723
C -1.289 -1.250 2.089
C 1.639 2.949 -0.561
C -5.653 -3.526 -0.408
C 2.427 1.838 -5.088
C 2.939 4.911 -0.492
C -2.708 0.117 -3.507
C 0.955 1.422 2.961
C -4.515 -1.455 -0.832
C 1.133 1.785 -4.588
C 0.747 -2.227 -2.004
C -0.157 -3.344 1.258
C -1.678 -1.217 4.661
C -2.702 2.744 -2.347
C -2.174 -0.343 5.633
H -2.335 -4.056 -0.740
H -1.794 0.377 3.274
H 2.421 -0.996 1.699
H 0.670 -2.748 0.889
H 0.908 -2.960 -1.218
H 3.493 0.875 -0.153
H -2.548 0.627 5.326
H 5.120 -3.779 -0.161
H -6.624 -1.615 -0.516
H 3.974 -0.159 -2.837
H 3.623 7.711 0.116
H -3.167 3.410 -4.397
H 1.104 -1.500 2.606
H -0.044 5.618 -1.962
H 6.502 -1.995 0.839
H -2.795 1.479 -0.577
H -2.766 -0.840 -4.013
H -4.568 -0.382 -0.976
H -4.413 -5.274 -0.341
H 1.753 2.142 4.683
H -3.116 -3.080 2.843
H 2.328 0.186 3.802
H 5.692 0.345 0.818
H -6.568 -4.070 -0.218
H -3.263 1.163 -5.349
H 2.643 2.421 -5.973
H 0.564 3.161 3.907
H 0.738 -5.178 0.587
H -0.905 -1.774 -3.345
H -2.625 -0.006 7.699
H 0.338 2.330 -5.080
H 4.337 7.304 -1.504
H -1.126 -3.218 -2.393
H -1.122 -6.587 1.414
H 4.452 1.185 -4.835
H -3.048 -5.518 2.547
H -0.784 -3.164 4.379
H -1.777 -2.222 8.416
H -3.519 3.281 -1.865
H -0.140 1.020 -3.049
H 2.953 -3.260 -1.158
H -0.854 -3.776 6.731
H 1.497 1.894 -0.373
H 3.635 3.032 0.277
H 1.316 -2.562 -2.875
*
```

Löwdin population analysis, charges in e, atoms 1 to 99:
1. Mn 0.493
2. P 1.046
3. P 1.049
4. O 0.152
5. O 0.029
6. O 0.090
7. O -0.023
8. O 0.090
9. O 0.071
10. N 0.071
11. N -0.399
12. N 0.038
13. N 0.234
14. N 0.069
15. C -0.183
16. C -0.339
17. C -0.075
18. C -0.058
19. C -0.272
20. C -0.042
21. C -0.137
22. C -0.060
23. C -0.322
24. C -0.079
25. C -0.104
26. C -0.312
27. C -0.105
28. C -0.344
29. C -0.408
30. C -0.070
31. C -0.063
32. C -0.075
33. C -0.077
34. C -0.059
35. C 0.009
36. C -0.017
37. C -0.061
38. C -0.064
39. C -0.074
40. C 0.056
41. C -0.052
42. C -0.287
43. C -0.109
44. C -0.069
45. C -0.170
46. C -0.052
47. C -0.056
48. C 0.126
49. C -0.099
50. C -0.200
51. C 0.001
52. C -0.054
53. C -0.058
54. C -0.180
55. C -0.031
56. C -0.358
57. C -0.084
58. C -0.058
59. C -0.369
60. C -0.093
61. C -0.217
62. C -0.114
63. C -0.051
64. H 0.096
65. H 0.074
66. H 0.080
67. H 0.069
68. H 0.045
69. H 0.076
70. H 0.109
71. H 0.116
72. H 0.113
73. H 0.107
74. H 0.151
75. H 0.133
76. H 0.092
77. H 0.149
78. H 0.116
79. H 0.140
80. H 0.128
81. H 0.100
82. H 0.116
83. H 0.137
84. H 0.133
85. H 0.167
86. H 0.112
87. H 0.115
88. H 0.125
89. H 0.114
90. H 0.102
91. H 0.107
92. H 0.078
93. H 0.108
94. H 0.109
95. H 0.152
96. H 0.090
97. H 0.110
98. H 0.115
99. H 0.116



# 3
The following is a DFT calculation (ωB97M-V/def2-TZVPD) of a 3-piece molecular cluster, C15H32N3OP overall in a non-equilibrium geometry.

Computed properties:
orbital gap	8.0	eV
SMILES	CCN(CC)CC.CCN(CC)CC.C#CPOC#N
energy	-31875.7394	eV

Geometry as ORCA input:
```
! RIJCOSX wB97M-V def2-TZVPD def2/J DEFGRID3
* xyz 0 1
P -2.549 1.263 2.754
O -3.528 -0.177 2.954
N 4.411 0.929 1.825
N -2.283 -2.324 2.421
N -4.481 -0.681 -1.850
C 3.139 2.809 0.789
C -2.106 -1.323 -1.427
C 4.200 2.371 1.789
C -4.244 -1.192 -4.345
C 4.743 0.296 0.553
C -6.536 -2.170 -2.167
C -4.231 -0.182 -3.197
C 0.314 0.136 2.703
C -2.802 -1.268 2.490
C 5.983 0.796 -0.189
C -3.576 -1.718 -1.371
C -5.880 -0.944 -1.531
C 5.205 0.490 2.967
C -0.762 0.710 2.853
C 6.658 0.962 3.048
H 7.055 0.754 4.046
H -3.692 -2.104 -4.108
H 6.757 2.036 2.878
H 6.902 0.404 0.248
H 3.861 2.699 2.778
H -5.963 -1.046 -0.442
H 5.955 0.448 -1.226
H -6.478 -0.059 -1.774
H -5.260 -1.465 -4.632
H 4.693 0.820 3.879
H -6.756 -2.009 -3.223
H -3.259 0.321 -3.199
H 3.448 2.626 -0.243
H -7.491 -2.372 -1.673
H -2.842 1.661 1.406
H 1.205 -0.426 2.311
H -3.803 -1.930 -0.321
H -5.925 -3.069 -2.068
H 5.130 2.916 1.581
H -3.775 -0.748 -5.228
H 5.188 -0.604 3.020
H -3.710 -2.662 -1.915
H -1.757 -1.212 -2.457
H 2.956 3.881 0.887
H -4.944 0.618 -3.423
H 4.833 -0.785 0.701
H -1.498 -2.101 -0.959
H 2.193 2.291 0.967
H 3.883 0.403 -0.115
H 6.047 1.886 -0.214
H -1.924 -0.388 -0.890
H 7.295 0.433 2.339
*
```

natural (NBO) charges, unit e, in atom order:
1. P 0.847
2. O -0.690
3. N -0.459
4. N -0.375
5. N -0.457
6. C -0.616
7. C -0.616
8. C -0.215
9. C -0.638
10. C -0.218
11. C -0.635
12. C -0.217
13. C -0.132
14. C 0.508
15. C -0.638
16. C -0.217
17. C -0.206
18. C -0.207
19. C -0.422
20. C -0.635
21. H 0.212
22. H 0.205
23. H 0.205
24. H 0.203
25. H 0.198
26. H 0.188
27. H 0.212
28. H 0.190
29. H 0.202
30. H 0.190
31. H 0.199
32. H 0.191
33. H 0.202
34. H 0.211
35. H -0.015
36. H 0.276
37. H 0.201
38. H 0.206
39. H 0.160
40. H 0.211
41. H 0.192
42. H 0.160
43. H 0.200
44. H 0.214
45. H 0.195
46. H 0.197
47. H 0.221
48. H 0.210
49. H 0.191
50. H 0.205
51. H 0.204
52. H 0.201



# 4
The following is a DFT calculation (ωB97M-V/def2-TZVPD) of C36H56HfN10O2SeSi2 as an isolated structure in a non-equilibrium geometry.

Computed properties:
orbital gap	6.9	eV
energy	-139636.1172	eV

Geometry as ORCA input:
```
! RIJCOSX wB97M-V def2-TZVPD def2/J DEFGRID3
* xyz 2 1
Hf 0.810 0.025 0.498
Se 2.854 0.167 2.550
Si -0.882 -0.910 -2.604
Si 2.424 0.815 4.728
O 0.518 -1.852 1.211
O -0.283 -0.323 -1.142
N 2.983 -0.545 -0.744
N 1.267 2.131 -0.128
N 0.137 -3.795 2.347
N 1.943 4.911 -2.120
N 4.711 -1.368 -1.858
N -0.555 0.840 1.972
N 1.723 4.259 0.166
N -1.901 2.768 1.471
N 1.607 3.980 -1.132
N 1.351 2.733 -1.406
C -4.791 -0.776 -1.552
C 3.363 -0.107 6.154
C 0.656 -5.194 -3.655
C -0.292 -2.814 1.586
C 1.527 3.061 0.747
C -0.550 -4.733 -4.196
C 3.944 -1.520 -0.748
C -3.485 -1.000 -1.615
C -0.144 0.203 -3.910
C 4.300 -0.232 -2.573
C -1.752 1.448 1.892
C 1.080 1.865 -5.831
C 1.273 -4.405 -2.657
C -3.052 4.604 0.040
C -0.438 -2.718 -2.954
C -0.194 1.625 -3.766
C 0.994 0.488 -5.997
C 0.411 -0.281 -5.048
C -1.117 -3.524 -3.822
C -1.293 3.804 2.303
C -0.711 -4.926 2.828
C 3.247 0.278 -1.866
C 2.774 2.784 4.850
C -2.074 4.011 3.569
C 3.993 -2.697 0.182
C 0.746 -3.195 -2.354
C -4.788 -0.329 -3.929
C 0.611 0.527 5.122
C -2.955 0.684 2.429
C -1.723 -2.738 1.174
C 0.446 2.387 -4.712
C 1.572 -4.084 2.294
C -2.721 -0.800 -2.772
C -3.439 -0.589 -3.998
C -5.464 -0.450 -2.765
C -3.156 3.253 0.745
H -2.172 -3.331 -4.147
H 5.472 -1.981 -2.135
H -5.299 -0.724 -0.574
H -3.090 4.390 3.393
H -6.491 -0.268 -2.669
H -1.144 4.674 1.723
H 4.354 -0.374 5.764
H -0.165 1.121 4.625
H 3.513 0.629 6.989
H -2.180 -3.695 1.421
H 1.955 -5.038 1.850
H 1.265 -2.616 -1.588
H 2.188 3.127 5.722
H -4.028 4.772 -0.415
H 2.065 -3.205 1.876
H 2.687 1.205 -2.077
H -2.656 -0.065 3.202
H -0.247 3.509 2.550
H 2.667 4.625 -2.818
H -5.227 0.081 -4.857
H -3.751 1.355 2.799
H -3.021 -1.302 -0.695
H -1.712 -4.615 2.976
H -0.767 2.118 -2.985
H -2.255 4.801 -0.633
H 1.693 2.833 1.835
H -1.831 -2.483 0.128
H 2.080 5.787 -1.609
H 0.386 0.807 6.161
H -0.486 0.241 2.823
H -2.222 -1.942 1.838
H 2.032 -4.088 3.335
H 2.279 -4.656 -2.273
H 1.721 2.435 -6.523
H -0.585 -5.761 2.118
H 1.373 -0.036 -6.884
H 2.553 3.377 3.988
H -3.987 3.307 1.491
H 4.837 0.194 -3.454
H 0.353 -0.554 4.981
H -2.909 -0.469 -4.964
H -0.399 -5.299 3.792
H 3.066 -3.361 -0.012
H -2.146 3.093 4.148
H 1.107 -6.148 -3.992
H 2.910 -1.030 6.433
H -1.079 -5.309 -4.975
H -3.564 2.478 0.094
H 0.403 3.424 -4.512
H 3.877 -2.342 1.182
H -1.586 4.854 4.062
H 3.830 2.849 5.158
H 0.330 -1.343 -5.205
H -3.031 5.374 0.864
H 4.884 -3.246 0.084
H -3.355 0.076 1.589
*
```

Löwdin population analysis, charges in e, atoms 1 to 99:
1. Hf 1.470
2. Se 0.225
3. Si 0.552
4. Si 0.195
5. O -0.255
6. O -0.439
7. N -0.022
8. N -0.099
9. N -0.072
10. N 0.153
11. N 0.113
12. N -0.028
13. N 0.160
14. N -0.050
15. N -0.230
16. N 0.132
17. C -0.084
18. C -0.196
19. C -0.053
20. C -0.366
21. C -0.238
22. C -0.076
23. C -0.337
24. C -0.153
25. C -0.232
26. C -0.052
27. C -0.328
28. C -0.058
29. C -0.098
30. C -0.063
31. C -0.238
32. C -0.105
33. C -0.082
34. C -0.126
35. C -0.098
36. C -0.238
37. C 0.019
38. C -0.133
39. C -0.201
40. C -0.047
41. C 0.002
42. C -0.125
43. C -0.095
44. C -0.266
45. C 0.012
46. C 0.055
47. C -0.117
48. C -0.019
49. C -0.210
50. C -0.056
51. C -0.062
52. C -0.181
53. H 0.129
54. H 0.173
55. H 0.115
56. H 0.088
57. H 0.093
58. H 0.095
59. H 0.023
60. H -0.006
61. H 0.054
62. H 0.081
63. H 0.127
64. H 0.067
65. H 0.029
66. H 0.092
67. H 0.034
68. H 0.074
69. H 0.102
70. H 0.103
71. H 0.144
72. H 0.128
73. H 0.097
74. H 0.053
75. H 0.074
76. H 0.095
77. H 0.065
78. H 0.089
79. H 0.067
80. H 0.117
81. H 0.043
82. H 0.049
83. H 0.116
84. H 0.129
85. H 0.108
86. H 0.118
87. H 0.124
88. H 0.121
89. H -0.019
90. H 0.120
91. H 0.138
92. H 0.039
93. H 0.123
94. H 0.103
95. H 0.099
96. H 0.080
97. H 0.118
98. H 0.009
99. H 0.119



Question: The lowest energy belongs to which entry?
Answer: C36H56HfN10O2SeSi2